Entry from OMol25: a structure of composition C6H7F6N2O4RbS2 (ωB97M-V with the def2-TZVPD basis set).

Properties
**LUMO level**: -0.55 eV
**Relative energy (zero: lowest compared OMol25 entry of this formula, charge and spin)**: 0.00 kcal/mol
**HOMO-LUMO gap**: 9.1374 eV

The geometry in ORCA input format:
```
! wB97M-V def2-TZVPD RIJCOSX def2/J DEFGRID3
* xyz 0 1
Rb -0.367 1.157 -2.519
C -2.009 3.416 -0.145
F -0.818 2.928 0.227
F -2.377 4.326 0.739
F -1.817 4.014 -1.340
S -3.284 2.058 -0.252
O -3.796 1.965 1.064
O -4.146 2.513 -1.300
N -2.341 0.798 -0.720
S -2.941 -0.514 0.014
O -2.405 -0.795 1.306
O -4.353 -0.646 -0.163
C -2.274 -1.780 -1.115
F -2.619 -1.512 -2.380
F -0.921 -1.834 -1.073
F -2.762 -2.966 -0.769
C 3.197 -2.467 1.048
C 4.011 -1.190 1.038
C 3.158 0.057 0.755
C 2.493 0.032 -0.536
N 2.010 0.049 -1.565
H 3.826 -3.358 1.019
H 2.568 -2.545 0.152
H 2.531 -2.543 1.908
H 4.805 -1.261 0.292
H 4.480 -1.022 2.008
H 3.772 0.958 0.790
H 2.378 0.161 1.516
*
```

Löwdin population analysis, charges in e, atoms 1 to 6:
1. Rb 0.985
2. C -0.673
3. F 0.090
4. F 0.162
5. F 0.096
6. S 0.573



Entry from OMol25: a cluster of 2 separate species, C5H7N3 in total (ωB97M-V with the def2-TZVPD basis set).

Properties
**LUMO level**: 0.11 eV
**Relative energy (zero: lowest compared OMol25 entry of this formula, charge and spin)**: 177.75 kcal/mol
**HOMO-LUMO gap**: 8.3543 eV

The geometry in ORCA input format:
```
! wB97M-V def2-TZVPD RIJCOSX def2/J DEFGRID3
* xyz 0 1
C 0.052 -1.079 1.486
C 0.152 -1.015 0.084
C -1.967 0.805 1.141
C 0.380 -0.870 -2.267
C -0.056 2.163 0.493
N 1.128 -0.490 0.963
N -0.198 -1.439 -1.000
N -1.054 1.543 0.972
H -2.187 0.452 2.095
H 1.487 -1.096 -2.525
H 0.131 0.160 -2.227
H -0.273 -1.410 -3.031
H 0.837 1.592 0.104
H 0.050 3.242 0.674
H -0.421 -1.606 2.238
*
```

Löwdin population analysis, charges in e, atoms 1 to 6:
1. C 0.017
2. C -0.484
3. C 0.036
4. C -0.108
5. C -0.038
6. N 0.204



Entry from OMol25: a cluster of 17 separate species, C74H192N10O27 in total (ωB97M-V with the def2-TZVPD basis set).

Properties
**LUMO level**: 0.41 eV
**HOMO-LUMO gap**: 8.6627 eV

The geometry in ORCA input format:
```
! wB97M-V def2-TZVPD RIJCOSX def2/J DEFGRID3
* xyz 0 1
C -1.756 -2.136 5.355
O -1.400 -3.121 4.438
C -2.506 -3.921 4.027
C -2.293 -5.099 3.024
N -1.017 -5.842 3.157
C 0.077 -5.209 2.352
C 1.429 -5.669 2.978
O 2.604 -5.040 2.487
C 2.660 -4.746 1.052
H -2.166 -1.214 4.943
H -0.758 -1.923 5.739
H -2.244 -2.552 6.237
H -3.180 -3.144 3.668
H -3.061 -4.340 4.866
H -2.335 -4.763 1.988
H -3.083 -5.850 3.037
H -0.752 -5.759 4.128
H 0.014 -4.121 2.359
H -0.003 -5.343 1.274
H 1.624 -6.741 2.985
H 1.323 -5.566 4.058
H 1.949 -3.946 0.847
H 2.389 -5.642 0.493
H 3.504 -4.330 0.502
C -0.617 -5.165 -4.973
O 0.309 -5.459 -3.971
C 1.252 -4.389 -3.642
C 2.384 -4.817 -2.657
N 3.520 -5.521 -3.181
C 4.484 -6.077 -2.310
C 4.196 -7.461 -1.751
O 4.017 -8.384 -2.785
C 3.268 -9.601 -2.397
H -1.067 -4.174 -4.911
H -1.408 -5.913 -4.919
H -0.076 -5.370 -5.897
H 0.678 -3.570 -3.210
H 1.670 -4.063 -4.594
H 2.001 -5.393 -1.815
H 2.908 -4.025 -2.121
H 3.165 -6.346 -3.643
H 4.556 -5.429 -1.437
H 5.477 -6.109 -2.759
H 3.271 -7.439 -1.175
H 4.842 -7.657 -0.895
H 2.905 -9.899 -3.381
H 2.393 -9.255 -1.847
H 3.745 -10.420 -1.857
C 0.715 9.281 2.314
O 0.962 7.921 2.504
C 0.408 7.011 1.578
C 1.001 6.924 0.212
N 2.446 7.227 0.150
C 2.956 7.166 -1.210
C 4.519 7.328 -0.975
O 4.722 8.575 -0.360
C 6.018 8.808 0.119
H 1.083 9.587 1.334
H 1.125 9.813 3.172
H -0.354 9.487 2.256
H -0.665 7.204 1.610
H 0.515 6.067 2.114
H 0.471 7.542 -0.513
H 0.805 5.907 -0.128
H 2.793 7.967 0.744
H 2.533 8.000 -1.769
H 2.785 6.204 -1.693
H 5.035 7.316 -1.935
H 4.874 6.513 -0.344
H 6.282 8.135 0.934
H 6.138 9.832 0.474
H 6.755 8.717 -0.679
C 0.884 4.869 -10.024
O 0.950 4.231 -11.293
C 0.955 2.758 -11.221
C 2.274 2.061 -10.786
N 2.508 2.055 -9.269
C 3.740 1.296 -9.024
C 3.811 1.151 -7.481
O 2.743 0.362 -6.844
C 3.072 -0.199 -5.550
H -0.004 4.593 -9.455
H 0.805 5.956 -10.008
H 1.701 4.607 -9.353
H 0.524 2.431 -12.167
H 0.243 2.347 -10.504
H 3.082 2.691 -11.158
H 2.301 1.058 -11.212
H 1.699 1.696 -8.782
H 4.571 1.913 -9.364
H 3.747 0.306 -9.479
H 3.803 2.125 -6.992
H 4.764 0.690 -7.223
H 2.237 -0.751 -5.119
H 3.253 0.600 -4.830
H 3.808 -1.002 -5.509
C 0.222 1.714 5.084
O 1.058 1.746 6.189
C 1.134 2.963 6.991
C 1.768 2.681 8.405
N 1.709 3.892 9.252
C 0.388 4.230 9.721
C 0.419 4.986 11.052
O 0.629 3.939 11.958
C 1.178 4.386 13.155
H 0.362 2.543 4.390
H -0.789 1.692 5.492
H 0.360 0.798 4.509
H 0.128 3.373 7.081
H 1.653 3.746 6.437
H 2.791 2.324 8.283
H 1.240 1.859 8.889
H 2.009 3.647 10.185
H -0.254 3.357 9.837
H -0.096 4.902 9.012
H -0.549 5.424 11.296
H 1.141 5.803 11.060
H 0.849 5.376 13.473
H 2.226 4.633 12.982
H 1.102 3.754 14.040
C -3.742 -8.816 4.819
O -4.848 -7.873 4.529
C -5.317 -7.792 3.158
C -6.433 -6.833 2.971
N -5.938 -5.468 2.788
C -6.991 -4.469 2.554
C -6.379 -3.155 2.968
O -6.136 -2.946 4.324
C -6.129 -1.602 4.816
H -3.050 -8.701 3.984
H -4.155 -9.821 4.905
H -3.237 -8.662 5.773
H -5.695 -8.772 2.869
H -4.464 -7.550 2.524
H -7.088 -6.886 3.840
H -6.924 -7.155 2.053
H -5.557 -5.146 3.666
H -7.919 -4.695 3.079
H -7.099 -4.548 1.473
H -6.958 -2.430 2.395
H -5.392 -3.008 2.530
H -7.188 -1.354 4.876
H -5.450 -1.147 4.095
H -5.608 -1.566 5.773
C -4.556 3.118 3.183
O -3.412 2.606 2.415
C -2.382 3.638 2.170
C -2.150 3.782 0.671
N -3.225 4.365 -0.087
C -2.896 4.905 -1.440
C -2.596 3.711 -2.407
O -3.471 2.568 -2.488
C -4.798 2.912 -2.673
H -4.124 3.556 4.083
H -5.098 2.263 3.587
H -5.094 3.797 2.522
H -1.417 3.422 2.627
H -2.705 4.635 2.470
H -1.924 2.818 0.215
H -1.276 4.424 0.559
H -3.969 3.701 -0.247
H -2.062 5.606 -1.391
H -3.676 5.555 -1.836
H -1.667 3.220 -2.116
H -2.391 4.078 -3.413
H -5.198 3.509 -1.854
H -5.463 2.057 -2.791
H -5.028 3.577 -3.506
C -4.319 -0.436 -0.125
O -3.106 -1.137 -0.491
C -2.331 -1.420 0.673
C -0.961 -1.584 0.143
N -0.237 -0.446 -0.153
C 0.275 0.306 0.947
C 1.362 1.265 0.466
O 0.736 2.452 -0.041
C 1.719 3.303 -0.570
H -4.189 0.442 0.507
H -5.065 -1.151 0.222
H -4.691 -0.083 -1.086
H -2.742 -2.324 1.123
H -2.169 -0.768 1.532
H -0.966 -2.173 -0.774
H -0.374 -2.185 0.838
H -0.866 0.105 -0.719
H 0.559 -0.392 1.734
H -0.477 0.946 1.410
H 1.868 0.776 -0.366
H 2.096 1.580 1.207
H 2.249 3.877 0.190
H 1.192 3.984 -1.238
H 2.417 2.796 -1.237
C 10.900 8.375 -0.038
O 9.947 7.496 -0.653
C 9.243 6.584 0.165
C 8.026 6.046 -0.493
N 8.238 5.369 -1.759
C 7.168 5.714 -2.736
C 7.396 7.225 -3.245
O 6.195 7.417 -3.954
C 5.994 8.779 -4.241
H 11.811 7.998 0.427
H 10.344 8.779 0.808
H 11.129 9.198 -0.714
H 8.895 7.163 1.021
H 9.814 5.691 0.420
H 7.362 6.901 -0.619
H 7.572 5.301 0.161
H 9.111 5.784 -2.051
H 6.149 5.674 -2.350
H 7.228 5.111 -3.643
H 8.128 7.197 -4.052
H 7.731 7.908 -2.464
H 6.744 9.260 -4.869
H 5.984 9.271 -3.268
H 5.132 8.937 -4.889
C -2.154 -15.798 -1.028
O -3.290 -14.962 -0.723
C -3.082 -14.254 0.573
C -3.645 -12.808 0.507
N -2.605 -11.862 0.109
C -3.045 -10.469 0.007
C -1.922 -9.607 -0.610
O -2.481 -8.480 -1.360
C -1.535 -7.490 -1.647
H -1.967 -15.859 -2.100
H -2.345 -16.808 -0.663
H -1.225 -15.364 -0.660
H -2.054 -14.050 0.874
H -3.541 -14.834 1.374
H -4.123 -12.450 1.419
H -4.425 -12.858 -0.252
H -1.834 -12.315 -0.362
H -3.232 -10.023 0.984
H -3.971 -10.453 -0.567
H -1.374 -10.281 -1.269
H -1.293 -9.222 0.193
H -0.723 -7.703 -2.343
H -0.893 -7.097 -0.858
H -2.019 -6.673 -2.182
C -5.130 -3.122 -4.815
C -4.371 -2.214 -3.809
O -4.815 -2.333 -2.531
H -6.158 -2.763 -4.877
H -5.264 -4.068 -4.290
H -4.740 -3.418 -5.788
H -4.522 -1.209 -4.205
H -3.329 -2.498 -3.960
H -4.230 -1.939 -1.880
C -1.045 -1.244 -3.744
C -0.912 0.266 -3.748
O -2.006 0.930 -4.460
H -0.076 -1.661 -3.468
H -1.227 -1.468 -4.795
H -1.826 -1.604 -3.073
H 0.007 0.589 -4.237
H -0.760 0.715 -2.766
H -2.328 1.566 -3.817
C 2.979 4.469 3.621
C 4.182 5.204 3.051
O 3.798 6.560 3.142
H 2.597 5.141 4.389
H 3.176 3.501 4.081
H 2.309 4.251 2.789
H 4.502 4.942 2.043
H 5.048 5.214 3.712
H 3.235 6.766 2.392
C 4.591 -0.940 -1.337
C 3.211 -1.212 -1.892
O 2.410 -1.834 -0.968
H 4.547 -0.291 -0.463
H 5.308 -0.552 -2.060
H 4.919 -1.894 -0.924
H 3.209 -1.804 -2.807
H 2.678 -0.307 -2.183
H 1.508 -1.524 -1.080
C -8.319 4.388 4.154
C -8.626 2.981 3.588
O -7.963 2.890 2.327
H -7.323 4.483 4.586
H -8.972 4.736 4.954
H -8.322 5.139 3.364
H -9.692 2.775 3.500
H -8.233 2.120 4.129
H -8.457 2.248 1.811
C 5.836 2.689 -4.348
C 5.568 2.718 -2.916
O 6.724 2.612 -2.026
H 6.255 3.645 -4.661
H 4.876 2.430 -4.795
H 6.522 1.887 -4.620
H 4.912 1.879 -2.688
H 5.040 3.652 -2.720
H 7.284 3.390 -2.076
C -8.025 1.403 -0.427
C -9.414 2.016 -0.339
O -10.051 1.558 0.830
H -7.741 1.214 -1.463
H -8.032 0.487 0.164
H -7.243 2.019 0.016
H -9.891 1.576 -1.214
H -9.554 3.089 -0.473
H -10.764 0.954 0.609
*
```

Löwdin population analysis, charges in e, atoms 1 to 6:
1. C -0.125
2. O -0.202
3. C -0.189
4. C -0.167
5. N -0.051
6. C -0.198



Entry from OMol25: a structure of composition C48H40Cl2GeMoN10O2P (ωB97M-V with the def2-TZVPD basis set).

Properties
**LUMO level (spin up / spin down)**: -6.22 / -7.92 eV
**Relative energy (zero: lowest compared OMol25 entry of this formula, charge and spin)**: 0.00 kcal/mol
**HOMO-LUMO gap (spin up / spin down)**: 6.4775 / 4.7033 eV
**Expectation value of S²**: 3.811

The geometry in ORCA input format:
```
! wB97M-V def2-TZVPD RIJCOSX def2/J DEFGRID3
* xyz 2 4
Mo -0.900 0.283 -0.016
Cl -3.147 6.045 -2.680
C -2.966 4.395 -2.333
C -2.448 4.018 -1.131
C -2.220 2.662 -0.878
N -1.692 2.188 0.307
C -2.410 2.722 1.440
O -3.563 3.052 1.309
C -1.760 2.857 2.794
C -2.439 3.624 3.737
C -1.859 3.811 4.981
C -0.629 3.224 5.236
C -0.040 2.470 4.232
N -0.586 2.287 3.031
C -2.562 1.672 -1.885
C -3.155 2.053 -3.079
C -3.351 3.395 -3.314
Cl -4.047 3.873 -4.774
N -2.219 0.406 -1.502
C -2.710 -0.756 -2.127
O -3.606 -0.808 -2.920
C -1.956 -1.962 -1.647
C -2.246 -3.210 -2.144
C -1.389 -4.258 -1.843
C -0.274 -4.000 -1.064
C -0.076 -2.729 -0.560
N -0.912 -1.716 -0.824
H -2.196 4.765 -0.390
H -3.396 4.058 3.484
H -2.358 4.406 5.737
H -0.129 3.358 6.187
H 0.926 1.997 4.398
H -3.455 1.319 -3.809
H -3.111 -3.323 -2.786
H -1.574 -5.253 -2.233
H 0.446 -4.776 -0.845
H 0.779 -2.497 0.057
C 3.176 -0.380 3.973
N 2.395 0.130 2.843
C 2.699 1.260 2.136
C 1.730 1.395 1.197
N 0.841 0.353 1.311
C 1.255 -0.407 2.331
P 0.263 -1.548 3.370
C 0.005 -3.167 2.559
N -1.206 -3.572 2.211
C -1.096 -4.916 1.972
C 0.193 -5.324 2.179
N 0.885 -4.208 2.566
C 2.302 -4.175 2.921
C -1.375 -0.886 2.933
N -1.813 -0.491 1.740
C -3.180 -0.314 1.854
C -3.552 -0.597 3.125
N -2.408 -0.957 3.791
C -2.336 -1.329 5.209
H 3.972 0.324 4.187
H 2.550 -0.490 4.854
H 3.627 -1.338 3.731
H 3.567 1.867 2.347
H 1.619 2.178 0.467
H -1.947 -5.515 1.676
H 0.669 -6.289 2.085
H 2.910 -4.541 2.099
H 2.593 -3.154 3.144
H 2.487 -4.789 3.800
H -3.796 -0.001 1.030
H -4.519 -0.575 3.602
H -3.241 -0.989 5.704
H -2.256 -2.409 5.321
H -1.478 -0.852 5.673
C 3.351 4.501 -2.026
C 4.034 3.296 -2.127
C 3.338 2.090 -2.096
C 1.950 2.080 -1.965
C 1.275 3.298 -1.873
C 1.967 4.503 -1.904
Ge 0.955 0.390 -2.003
C 0.112 0.314 -3.774
C 0.142 1.445 -4.594
C -0.300 1.378 -5.911
C -0.780 0.184 -6.429
C -0.831 -0.945 -5.623
C -0.389 -0.878 -4.307
C 2.263 -1.078 -1.887
C 2.388 -2.030 -2.901
C 3.295 -3.080 -2.792
C 4.095 -3.201 -1.664
C 4.000 -2.250 -0.654
C 3.096 -1.200 -0.769
H 3.894 5.437 -2.044
H 5.112 3.291 -2.242
H 3.881 1.156 -2.187
H 0.195 3.314 -1.782
H 1.428 5.442 -1.844
H 0.521 2.385 -4.209
H -0.257 2.262 -6.538
H -1.107 0.129 -7.461
H -1.207 -1.881 -6.022
H -0.422 -1.775 -3.703
H 1.792 -1.948 -3.801
H 3.386 -3.799 -3.599
H 4.803 -4.016 -1.581
H 4.651 -2.312 0.212
H 3.062 -0.452 0.013
*
```

Löwdin population analysis, charges in e, atoms 1 to 6:
1. Mo 1.523
2. Cl 0.800
3. C -0.641
4. C -0.045
5. C -0.218
6. N -0.017



Entry from OMol25: a structure of composition C2H4CsMgO2 (ωB97M-V with the def2-TZVPD basis set).

Properties
**LUMO level (spin up / spin down)**: -0.92 / -2.30 eV
**HOMO-LUMO gap (spin up / spin down)**: 5.2092 / 3.8218 eV
**Expectation value of S²**: 0.751

The geometry in ORCA input format:
```
! wB97M-V def2-TZVPD RIJCOSX def2/J DEFGRID3
* xyz 0 2
O 1.702 -3.999 2.185
C 0.571 1.519 -1.138
C -0.648 1.714 -0.611
O -1.521 0.741 -0.339
H 2.640 -4.182 2.206
H 0.920 0.526 -1.438
H 1.232 2.369 -1.305
H -0.975 2.736 -0.367
Mg -3.433 0.817 -0.076
Cs -0.487 -2.241 0.884
*
```

Löwdin population analysis, charges in e, atoms 1 to 6:
1. O -0.722
2. C -0.012
3. C -0.438
4. O -0.536
5. H -0.199
6. H 0.051



Q: Which formula does entry 5 have?
A: C2H4CsMgO2



Q: Which formula does entry 2 have?
A: C5H7N3